Molecular formula: C3H5N3OS
Method: DFT, wB97M-V/def2-TZVPD

Results
SMILES	N/N=C\[C@@H]1ON=CS1
HOMO-LUMO gap	0.35799	hartree
highest occupied orbital energy	-9.050	eV
ΔE to the lowest compared entry with this formula, charge and spin	368.73	kJ/mol

```
! wB97M-V def2-TZVPD RIJCOSX def2/J DEFGRID3
* xyz 0 1
N 2.32 0.28 -0.37
N 1.86 -0.65 0.52
C 0.63 -1.00 0.46
C -0.37 -0.45 -0.58
O -0.45 1.00 -0.50
N -1.50 1.40 0.30
C -2.36 0.51 0.49
S -2.05 -1.04 -0.31
H 3.23 0.62 -0.05
H 1.68 1.02 -0.57
H 0.26 -1.81 1.13
H -0.06 -0.56 -1.64
H -3.19 0.68 1.12
*
```

Molecular formula: C39H29Cl5GeMgN4O4P
Method: DFT, wB97M-V/def2-TZVPD

Results
HOMO-LUMO gap (spin up / spin down)	0.26385 / 0.22241	hartree
highest occupied orbital energy (spin up / spin down)	-7.466 / -7.893	eV
ΔE to the lowest compared entry with this formula, charge and spin	58.14	kJ/mol

```
! wB97M-V def2-TZVPD RIJCOSX def2/J DEFGRID3
* xyz 0 2
Mg 1.01 0.04 2.17
N 1.44 -2.24 -1.41
P 0.04 -2.68 -0.49
C 0.66 -4.15 0.40
C 1.99 -4.23 0.82
C 2.40 -5.28 1.63
C 1.49 -6.25 2.03
C 0.17 -6.18 1.61
C -0.25 -5.13 0.80
C -0.91 -3.52 -1.81
C -2.23 -3.14 -2.03
C -3.00 -3.81 -2.97
C -2.46 -4.86 -3.69
C -1.15 -5.25 -3.47
C -0.37 -4.58 -2.54
C 2.37 -1.25 -1.15
C 3.34 -1.01 -2.14
C 4.28 -0.02 -1.94
C 4.24 0.72 -0.77
C 3.28 0.40 0.16
N 2.36 -0.57 0.00
H 1.43 -2.52 -2.37
H 2.69 -3.46 0.54
H 3.43 -5.33 1.96
H 1.81 -7.04 2.70
H -0.54 -6.94 1.92
H -1.29 -5.06 0.50
H -2.66 -2.33 -1.45
H -4.03 -3.50 -3.13
H -3.07 -5.39 -4.41
H -0.73 -6.09 -4.02
H 0.65 -4.90 -2.36
H 3.33 -1.60 -3.04
H 5.03 0.17 -2.70
H 4.95 1.51 -0.58
H 3.23 0.97 1.08
O 1.49 1.45 4.90
C 0.30 1.43 4.67
N -0.26 0.67 3.66
C -1.57 0.86 3.61
O -2.36 0.30 2.81
C -1.97 1.87 4.64
C -3.18 2.46 4.92
C -3.20 3.41 5.94
C -2.05 3.72 6.65
C -0.83 3.11 6.36
C -0.81 2.20 5.34
H -4.07 2.20 4.36
H -4.13 3.92 6.18
H -2.10 4.46 7.44
H 0.07 3.35 6.92
Cl 0.18 -2.03 2.77
Ge -1.87 -1.13 1.30
Cl -3.24 0.08 0.00
Cl -3.27 -2.67 2.01
Cl 2.55 3.33 -2.27
C 1.64 2.29 -3.31
C 2.24 1.86 -4.48
C 1.63 0.91 -5.28
C 0.43 0.34 -4.86
C -0.17 0.78 -3.70
Cl -1.66 0.06 -3.19
C 0.37 1.82 -2.92
N -0.33 2.28 -1.82
C -0.51 3.63 -1.44
C -0.47 4.64 -2.40
C -0.70 5.96 -2.07
C -1.02 6.29 -0.76
C -1.10 5.28 0.19
C -0.83 3.95 -0.12
C -0.99 2.93 0.98
C 0.06 1.85 1.13
O 1.15 2.08 1.70
O -0.22 0.65 0.76
H 3.20 2.28 -4.75
H 2.09 0.60 -6.21
H -0.05 -0.43 -5.45
H -0.97 1.62 -1.40
H -0.27 4.37 -3.43
H -0.65 6.72 -2.83
H -1.22 7.31 -0.48
H -1.35 5.53 1.21
H -1.96 2.43 0.90
H -0.96 3.48 1.93
*
```

Molecular formula: C4H8N2
Method: DFT, wB97M-V/def2-TZVPD

Results
SMILES	CN(C)CC#N
HOMO-LUMO gap	0.37441	hartree
highest occupied orbital energy	-9.320	eV
ΔE to the lowest compared entry with this formula, charge and spin	73.99	kJ/mol

```
! wB97M-V def2-TZVPD RIJCOSX def2/J DEFGRID3
* xyz 0 1
C 0.94 -0.65 0.88
N 0.56 0.30 -0.15
C -0.11 1.47 0.40
C -0.17 -0.32 -1.23
C -1.34 -1.14 -0.81
N -2.22 -1.80 -0.45
H 1.54 -0.14 1.64
H 1.55 -1.45 0.44
H 0.07 -1.11 1.38
H -1.04 1.23 0.94
H -0.34 2.17 -0.41
H 0.58 1.97 1.09
H 0.50 -0.98 -1.80
H -0.52 0.45 -1.92
*
```

Molecular formula: C17H34ClFN3O4
Method: DFT, wB97M-V/def2-TZVPD

Results
HOMO-LUMO gap	0.21289	hartree
highest occupied orbital energy	-10.516	eV

```
! wB97M-V def2-TZVPD RIJCOSX def2/J DEFGRID3
* xyz 1 1
F 2.76 -6.63 -1.24
C 2.23 -5.44 -1.16
C 0.89 -5.20 -1.33
C 0.47 -3.88 -1.22
Cl -1.17 -3.51 -1.40
C 1.38 -2.85 -0.95
C 2.69 -3.17 -0.79
N 3.10 -4.45 -0.90
H 0.21 -6.02 -1.53
H 1.05 -1.83 -0.86
H 3.44 -2.41 -0.57
H 4.08 -4.69 -0.78
C -7.68 0.60 1.78
O -6.72 -0.04 2.59
C -6.49 -1.41 2.28
C -5.11 -1.62 1.70
N -5.00 -1.03 0.37
C -3.66 -0.99 -0.18
C -2.58 -0.21 0.57
O -2.75 1.19 0.55
C -3.62 1.71 1.55
H -7.89 1.57 2.23
H -7.33 0.76 0.75
H -8.61 0.02 1.74
H -7.26 -1.79 1.60
H -6.56 -1.98 3.22
H -4.92 -2.70 1.62
H -4.39 -1.21 2.41
H -5.38 -0.09 0.39
H -3.73 -0.57 -1.19
H -3.31 -2.02 -0.29
H -1.63 -0.39 0.04
H -2.45 -0.57 1.60
H -3.56 1.13 2.47
H -4.66 1.73 1.21
H -3.31 2.73 1.75
C 4.03 4.26 -2.88
O 5.04 3.44 -2.33
C 5.55 3.87 -1.08
C 5.18 2.89 0.02
N 3.74 2.90 0.27
C 3.26 1.84 1.14
C 3.46 0.39 0.70
O 2.70 0.00 -0.43
C 3.25 0.37 -1.69
H 3.87 3.93 -3.90
H 3.08 4.17 -2.33
H 4.33 5.31 -2.89
H 5.18 4.87 -0.84
H 6.64 3.91 -1.15
H 5.70 3.17 0.93
H 5.55 1.90 -0.29
H 3.25 2.87 -0.61
H 2.18 1.99 1.28
H 3.72 1.96 2.12
H 3.12 -0.25 1.52
H 4.52 0.15 0.53
H 4.34 0.35 -1.68
H 2.92 1.36 -2.00
H 2.89 -0.34 -2.44
*
```

Molecular formula: C19H16BrN5O
Method: DFT, wB97M-V/def2-TZVPD

Results
SMILES	CCOc1ccc(Br)cc1-c1cc(Nc2cccc(C#N)c2)nc(N)n1
HOMO-LUMO gap	0.31268	hartree
highest occupied orbital energy	-8.448	eV
ΔE to the lowest compared entry with this formula, charge and spin	202.03	kJ/mol

```
! wB97M-V def2-TZVPD RIJCOSX def2/J DEFGRID3
* xyz 0 1
C 3.58 0.76 0.90
C 2.97 1.65 -0.24
O 2.00 0.90 -0.85
C 1.26 1.37 -1.92
C 1.65 2.54 -2.59
C 1.14 2.90 -3.83
C 0.05 2.20 -4.37
Br -0.67 2.80 -6.03
C -0.44 1.13 -3.68
C 0.13 0.72 -2.46
C -0.35 -0.47 -1.86
C -0.53 -0.57 -0.49
C -0.91 -1.77 0.03
N -1.10 -2.18 1.29
C -1.42 -1.26 2.29
C -2.14 -0.10 1.96
C -2.42 0.81 2.96
C -2.23 0.48 4.30
C -1.59 -0.68 4.70
C -1.24 -0.92 6.12
N -1.05 -1.14 7.27
C -1.15 -1.59 3.67
N -1.25 -2.72 -0.78
C -1.11 -2.57 -2.03
N -1.09 -3.63 -2.79
N -0.69 -1.47 -2.64
H 4.21 0.04 0.43
H 2.92 0.15 1.52
H 4.33 1.43 1.29
H 3.79 1.83 -0.94
H 2.52 2.57 0.27
H 2.43 3.05 -2.12
H 1.39 3.81 -4.39
H -1.16 0.49 -4.16
H -0.36 0.20 0.15
H -1.28 -3.13 1.44
H -2.63 0.03 1.05
H -3.05 1.65 2.80
H -2.48 1.27 5.08
H -0.63 -2.47 4.08
H -1.14 -4.41 -2.07
H -0.25 -3.69 -3.38
*
```

What is the formula in the fifth record?
C19H16BrN5O

Copy entry 2 word for word.
Molecular formula: C39H29Cl5GeMgN4O4P
Method: DFT, wB97M-V/def2-TZVPD

Results
HOMO-LUMO gap (spin up / spin down)	0.26385 / 0.22241	hartree
highest occupied orbital energy (spin up / spin down)	-7.466 / -7.893	eV
ΔE to the lowest compared entry with this formula, charge and spin	58.14	kJ/mol

```
! wB97M-V def2-TZVPD RIJCOSX def2/J DEFGRID3
* xyz 0 2
Mg 1.01 0.04 2.17
N 1.44 -2.24 -1.41
P 0.04 -2.68 -0.49
C 0.66 -4.15 0.40
C 1.99 -4.23 0.82
C 2.40 -5.28 1.63
C 1.49 -6.25 2.03
C 0.17 -6.18 1.61
C -0.25 -5.13 0.80
C -0.91 -3.52 -1.81
C -2.23 -3.14 -2.03
C -3.00 -3.81 -2.97
C -2.46 -4.86 -3.69
C -1.15 -5.25 -3.47
C -0.37 -4.58 -2.54
C 2.37 -1.25 -1.15
C 3.34 -1.01 -2.14
C 4.28 -0.02 -1.94
C 4.24 0.72 -0.77
C 3.28 0.40 0.16
N 2.36 -0.57 0.00
H 1.43 -2.52 -2.37
H 2.69 -3.46 0.54
H 3.43 -5.33 1.96
H 1.81 -7.04 2.70
H -0.54 -6.94 1.92
H -1.29 -5.06 0.50
H -2.66 -2.33 -1.45
H -4.03 -3.50 -3.13
H -3.07 -5.39 -4.41
H -0.73 -6.09 -4.02
H 0.65 -4.90 -2.36
H 3.33 -1.60 -3.04
H 5.03 0.17 -2.70
H 4.95 1.51 -0.58
H 3.23 0.97 1.08
O 1.49 1.45 4.90
C 0.30 1.43 4.67
N -0.26 0.67 3.66
C -1.57 0.86 3.61
O -2.36 0.30 2.81
C -1.97 1.87 4.64
C -3.18 2.46 4.92
C -3.20 3.41 5.94
C -2.05 3.72 6.65
C -0.83 3.11 6.36
C -0.81 2.20 5.34
H -4.07 2.20 4.36
H -4.13 3.92 6.18
H -2.10 4.46 7.44
H 0.07 3.35 6.92
Cl 0.18 -2.03 2.77
Ge -1.87 -1.13 1.30
Cl -3.24 0.08 0.00
Cl -3.27 -2.67 2.01
Cl 2.55 3.33 -2.27
C 1.64 2.29 -3.31
C 2.24 1.86 -4.48
C 1.63 0.91 -5.28
C 0.43 0.34 -4.86
C -0.17 0.78 -3.70
Cl -1.66 0.06 -3.19
C 0.37 1.82 -2.92
N -0.33 2.28 -1.82
C -0.51 3.63 -1.44
C -0.47 4.64 -2.40
C -0.70 5.96 -2.07
C -1.02 6.29 -0.76
C -1.10 5.28 0.19
C -0.83 3.95 -0.12
C -0.99 2.93 0.98
C 0.06 1.85 1.13
O 1.15 2.08 1.70
O -0.22 0.65 0.76
H 3.20 2.28 -4.75
H 2.09 0.60 -6.21
H -0.05 -0.43 -5.45
H -0.97 1.62 -1.40
H -0.27 4.37 -3.43
H -0.65 6.72 -2.83
H -1.22 7.31 -0.48
H -1.35 5.53 1.21
H -1.96 2.43 0.90
H -0.96 3.48 1.93
*
```